A cluster of 4 separate species, C12H18NO12 in total in a non-equilibrium geometry. Source: the Open Molecules 2025 dataset; level of theory: the ωB97M-V functional and the def2-TZVPD basis.

Results
- HOMO (Eh) = -0.1532
- charge = -1

Structure (XYZ):
```
43
Properties=species:S:1:pos:R:3:forces:R:3
N -0.14206 3.37950 -0.89421 -2.693 1.637 0.696
O 0.75262 2.76957 -0.33550 1.536 -0.786 0.390
O -0.70278 4.37061 -0.39965 0.818 1.748 2.310
O -0.68732 3.04565 -1.92372 0.355 -2.668 -3.394
C -2.82751 1.26945 6.10903 0.018 -0.494 0.134
C -1.61839 1.83493 6.84549 -0.753 -0.662 -0.844
C -1.13907 3.13906 6.24948 -0.716 0.807 0.281
O -1.42165 4.06813 7.32987 1.914 1.388 -1.667
C -1.64933 3.45819 8.45717 -1.480 0.267 1.481
O -1.75701 4.01699 9.52571 0.328 -1.229 -1.138
O -1.94523 2.17143 8.17003 -0.002 -0.502 1.913
H -3.73534 1.86306 6.21663 0.226 0.356 0.075
H -3.07925 0.27384 6.47444 0.096 -0.049 0.023
H -2.59689 1.18520 5.04705 0.026 -0.011 -0.026
H -0.82956 1.08491 6.90287 0.058 0.020 -0.195
H -1.76221 3.54277 5.45147 0.278 -0.490 -0.310
H -0.09228 3.06698 5.95431 0.015 0.615 0.229
C 5.92966 1.64970 -4.54981 0.066 -0.515 0.111
C 5.17450 0.47218 -5.17341 0.416 1.198 -0.352
C 4.23958 0.89907 -6.30627 -0.965 0.225 1.512
O 4.56381 0.08492 -7.41824 0.072 0.275 -0.106
C 5.64207 -0.67175 -7.11898 -0.174 0.239 1.060
O 6.10164 -1.51765 -7.80825 0.196 0.111 -0.168
O 6.09573 -0.33931 -5.86728 0.538 -1.267 -0.561
H 6.50391 2.15049 -5.32926 -0.416 0.312 -0.175
H 6.70446 1.36633 -3.83744 -0.274 -0.452 0.199
H 5.23175 2.30433 -4.02780 0.062 0.196 -0.206
H 4.55022 -0.08391 -4.47402 0.658 -0.318 0.339
H 4.27660 1.97948 -6.44566 0.178 -0.145 -0.794
H 3.25962 0.64458 -5.90255 -0.396 0.157 -0.827
C -1.74522 -3.74105 -0.86504 -0.645 1.246 0.460
C -3.27787 -3.45365 -0.74576 0.937 -2.123 -0.121
C -4.05427 -4.26392 -1.81826 1.021 1.623 0.147
O -4.75955 -5.21559 -1.05735 -1.548 -1.344 -2.058
C -4.66725 -5.04722 0.23517 0.630 -0.333 3.274
O -5.19383 -5.66360 1.15355 0.625 1.030 -2.587
O -3.74477 -4.09694 0.46870 0.105 1.128 0.386
H -1.43896 -4.72490 -1.22051 -0.608 -0.145 0.033
H -1.31336 -3.59811 0.12550 0.139 0.117 -0.080
H -1.31354 -3.00291 -1.54098 0.124 0.039 0.017
H -3.54284 -2.39643 -0.73407 0.236 -0.117 0.188
H -3.31745 -4.68015 -2.50524 -0.356 -0.698 0.130
H -4.67159 -3.59436 -2.41719 -0.645 -0.384 0.220
```
Forces are in eV/Å.